Record 1
The molecule C2H7NOSi. Source: the Open Molecules 2025 dataset; level of theory: the ωB97M-V functional and the def2-TZVPD basis.

Structure (ORCA input):
```
! wB97M-V def2-TZVPD RIJCOSX def2/J DEFGRID3
* xyz 0 3
C -1.22 -0.65 1.10
C 1.35 0.09 0.59
N -0.02 0.00 0.20
O -1.12 -0.98 2.24
Si -0.46 0.35 -1.42
H -2.15 -0.53 0.59
H 1.98 -0.88 0.96
H 1.95 0.59 -0.12
H 1.54 0.70 1.44
H -1.94 0.19 -1.19
H 0.02 -0.55 -2.59
H 0.06 1.66 -1.80
*
```

Computed properties:
- energy above the lowest of the compared OMol25 structures with the same formula, charge and spin (kcal per mole) = 56.61
- M (g mol⁻¹) = 89.2
- <S²> = 2.012
- gap between HOMO and LUMO (spin up / spin down) (eV) = 6.645 / 6.253

---

Record 2
A 2-piece molecular cluster, C3H3F2O2 overall. Source: the Open Molecules 2025 dataset; level of theory: the ωB97M-V functional and the def2-TZVPD basis.

Structure (ORCA input):
```
! wB97M-V def2-TZVPD RIJCOSX def2/J DEFGRID3
* xyz -1 1
C -2.41 -0.67 0.22
C 0.90 -0.35 -0.02
C 1.35 0.94 -0.68
O -3.01 0.06 0.92
O -1.91 -1.34 -0.53
F 0.32 1.90 -0.45
F 2.29 1.45 0.32
H 1.76 -0.93 -0.23
H 0.68 -0.44 1.12
H 0.03 -0.61 -0.67
*
```

Computed properties:
- energy above the lowest of the compared OMol25 structures with the same formula, charge and spin (kcal per mole) = 55.97
- M (g mol⁻¹) = 109.1
- gap between HOMO and LUMO (eV) = 5.083

---

Record 3
The molecule C4H5NOS5. Source: the Open Molecules 2025 dataset; level of theory: the ωB97M-V functional and the def2-TZVPD basis.

Structure (ORCA input):
```
! wB97M-V def2-TZVPD RIJCOSX def2/J DEFGRID3
* xyz 0 1
C 1.26 0.75 0.39
C 0.10 0.57 -0.54
C 2.31 0.09 0.58
C -0.05 -0.67 -1.30
N -0.93 0.87 0.53
O -2.64 0.37 2.29
S 2.44 -1.64 -0.01
S 0.35 -2.20 -0.19
S -1.82 -0.55 -1.76
S -2.74 -1.49 -0.18
S -1.61 -0.31 1.54
H 0.88 1.66 0.83
H 0.04 1.36 -1.32
H 3.10 0.38 1.29
H 0.71 -0.88 -2.16
H -1.40 1.67 0.02
*
```

Computed properties:
- energy above the lowest of the compared OMol25 structures with the same formula, charge and spin (kcal per mole) = 8.25
- M (g mol⁻¹) = 243.4
- gap between HOMO and LUMO (eV) = 8.342

---

Record 4
A 2-piece molecular cluster, C4H12S2 overall. Source: the Open Molecules 2025 dataset; level of theory: the ωB97M-V functional and the def2-TZVPD basis.

Structure (ORCA input):
```
! wB97M-V def2-TZVPD RIJCOSX def2/J DEFGRID3
* xyz 0 1
C 1.40 0.53 0.43
C 0.19 1.27 -0.20
C -0.44 2.14 0.88
H 2.05 1.43 0.69
H 2.08 -0.15 -0.18
H 0.96 -0.17 1.20
H -0.57 0.49 -0.47
H 0.44 1.90 -1.15
H -0.37 3.24 0.63
H -1.42 1.84 1.15
H 0.03 1.93 1.93
C -0.37 -2.20 -1.72
S -1.50 -2.63 -0.34
S -0.54 -2.11 1.38
H 0.70 -2.33 -1.44
H -0.58 -1.15 -1.94
H -0.65 -2.89 -2.64
H -1.42 -1.14 1.81
*
```

Computed properties:
- energy above the lowest of the compared OMol25 structures with the same formula, charge and spin (kcal per mole) = 29.18
- M (g mol⁻¹) = 124.3
- gap between HOMO and LUMO (eV) = 9.356
- SMILES string = CCC.CSS

---

Record 5
C25H18NO5PdSSb as an isolated structure. Source: the Open Molecules 2025 dataset; level of theory: the ωB97M-V functional and the def2-TZVPD basis.

Structure (ORCA input):
```
! wB97M-V def2-TZVPD RIJCOSX def2/J DEFGRID3
* xyz 0 1
Pd -0.98 -0.55 1.87
O -6.09 1.68 3.87
C -4.93 1.14 3.46
C -4.03 0.55 4.35
C -2.87 0.02 3.83
N -2.65 0.08 2.53
C -3.48 0.64 1.65
C -4.66 1.19 2.09
C -2.97 0.57 0.22
O -3.63 1.02 -0.69
O -1.81 -0.02 0.11
C -1.74 -0.66 4.60
O -1.83 -0.79 5.80
O -0.74 -1.02 3.84
H -6.18 1.60 4.83
H -4.21 0.49 5.42
H -5.35 1.65 1.40
S 0.59 2.22 1.07
Sb 1.05 0.76 -0.56
C 3.11 0.85 -1.02
C 3.92 1.73 -0.31
C 5.29 1.76 -0.57
C 5.84 0.92 -1.53
C 5.03 0.04 -2.23
C 3.67 0.01 -1.98
C 0.21 0.77 -2.50
C -0.97 0.13 -2.86
C -1.43 0.20 -4.16
C -0.72 0.92 -5.12
C 0.45 1.58 -4.76
C 0.91 1.50 -3.45
C 0.87 -1.23 0.20
C 1.19 -1.45 1.55
C 1.09 -2.75 2.08
C 0.71 -3.80 1.27
C 0.41 -3.57 -0.08
C 0.48 -2.30 -0.61
H 3.48 2.38 0.43
H 5.92 2.45 -0.02
H 6.90 0.95 -1.72
H 5.46 -0.61 -2.98
H 3.04 -0.68 -2.54
H -1.56 -0.40 -2.12
H -2.35 -0.30 -4.44
H -1.09 0.98 -6.13
H 0.99 2.16 -5.49
H 1.82 2.02 -3.19
H 1.59 -0.64 2.16
H 1.31 -2.91 3.12
H 0.63 -4.80 1.68
H 0.11 -4.40 -0.71
H 0.23 -2.13 -1.65
*
```

Computed properties:
- energy above the lowest of the compared OMol25 structures with the same formula, charge and spin (kcal per mole) = 0.00
- M (g mol⁻¹) = 672.7
- gap between HOMO and LUMO (eV) = 7.688

---

Record 6
C25H46BFeN7OS3SbSi3 as an isolated structure. Source: the Open Molecules 2025 dataset; level of theory: the ωB97M-V functional and the def2-TZVPD basis.

Structure (ORCA input):
```
! wB97M-V def2-TZVPD RIJCOSX def2/J DEFGRID3
* xyz 0 6
Fe -0.25 0.69 0.91
N 3.09 2.46 1.23
C 2.11 1.80 1.91
S 2.25 0.11 2.21
N 1.05 2.50 2.24
N 0.05 1.64 2.69
C -0.80 1.99 3.57
C -1.97 1.17 3.77
C -2.81 1.46 4.85
C -3.97 0.75 5.09
C -4.31 -0.28 4.22
C -3.50 -0.59 3.15
C -2.31 0.11 2.89
O -1.60 -0.26 1.84
H 3.99 2.04 1.15
H 3.01 3.46 1.17
H -0.66 2.91 4.14
H -2.53 2.28 5.51
H -4.60 1.00 5.94
H -5.22 -0.85 4.39
H -3.78 -1.39 2.47
C -3.37 1.14 -3.67
N -2.22 1.92 -3.29
C -1.77 3.07 -3.92
C -0.66 3.46 -3.26
N -0.42 2.56 -2.24
B 0.70 2.75 -1.20
N 0.36 3.94 -0.29
C 1.11 5.09 -0.15
C 0.50 5.88 0.76
N -0.64 5.21 1.17
C -1.60 5.68 2.14
C -0.71 4.02 0.52
S -1.94 2.85 0.68
C -1.38 1.62 -2.27
S -1.55 0.22 -1.33
H -4.03 1.76 -4.28
H -3.90 0.82 -2.77
H -3.07 0.26 -4.24
H -2.28 3.50 -4.76
H -0.02 4.31 -3.42
H 1.75 2.99 -1.74
H 0.82 1.71 -0.55
H 2.02 5.23 -0.70
H 0.76 6.85 1.15
H -1.07 6.11 2.99
H -2.19 4.83 2.47
H -2.26 6.43 1.70
C 4.29 -2.41 0.81
Si 2.60 -3.24 0.88
C 2.87 -4.93 0.09
C 2.02 -3.49 2.64
Sb 0.82 -1.80 -0.32
Si 1.94 -1.37 -2.57
C 0.73 -0.91 -3.93
C 3.16 0.02 -2.28
C 2.89 -2.91 -3.10
Si -1.11 -3.50 -0.68
C -0.44 -5.20 -1.11
C -2.34 -3.03 -2.02
C -1.97 -3.57 0.98
H 5.04 -3.15 1.12
H 4.36 -1.53 1.45
H 4.55 -2.11 -0.21
H 3.59 -5.44 0.75
H 3.32 -4.87 -0.90
H 1.99 -5.56 0.03
H 2.82 -3.92 3.24
H 1.17 -4.18 2.67
H 1.70 -2.56 3.12
H 0.40 0.12 -3.83
H -0.15 -1.55 -3.95
H 1.26 -1.02 -4.89
H 2.68 0.92 -1.88
H 3.65 0.29 -3.22
H 3.94 -0.28 -1.57
H 2.26 -3.80 -3.15
H 3.72 -3.12 -2.43
H 3.30 -2.74 -4.10
H 0.38 -5.19 -1.82
H -1.25 -5.79 -1.56
H -0.12 -5.74 -0.22
H -1.88 -2.84 -2.98
H -2.94 -2.17 -1.75
H -3.01 -3.90 -2.12
H -1.34 -4.05 1.74
H -2.90 -4.16 0.90
H -2.21 -2.57 1.34
*
```

Computed properties:
- energy above the lowest of the compared OMol25 structures with the same formula, charge and spin (kcal per mole) = 45.84
- M (g mol⁻¹) = 829.6
- <S²> = 8.775
- gap between HOMO and LUMO (spin up / spin down) (eV) = 7.663 / 6.116